(1)
An isolated ion of composition C4H6BrN3P and charge +1, computed with ωB97M-V with the def2-TZVPD basis set.

The geometry in XYZ format:
```
15
Properties=species:S:1:pos:R:3
C -0.43 1.20 0.57
C -1.25 1.24 -0.55
C -0.93 0.36 -1.56
C 0.62 -0.67 -0.41
N -1.21 -0.08 -2.63
N 0.47 0.12 0.71
N 1.17 -1.83 -0.32
P 0.99 -0.41 2.39
Br -2.40 2.61 -0.97
H -0.42 2.03 1.31
H -1.03 -0.70 -3.41
H 1.49 -2.44 -1.07
H 1.50 -2.01 0.59
H -0.35 -0.19 2.71
H 1.78 0.79 2.65
```

Properties
Orbital gap = 8.3 eV
Charge = +1
HOMO = -12.89 eV
E_LUMO = -0.170 hartree

Mulliken atomic charge list, values in e, 4 entries: C 0.1107; C -0.4531; C 0.6423; C 0.0743

***

(2)
One molecule with the formula C4H6BrNO2, computed with ωB97M-V with the def2-TZVPD basis set.

The geometry in XYZ format:
```
14
Properties=species:S:1:pos:R:3
C 1.43 -0.52 0.34
C 0.36 -1.18 -0.37
C -0.95 -0.43 -0.44
C -0.95 0.52 0.77
N 0.63 1.70 -0.21
O 1.24 2.68 -0.49
O -0.55 1.86 0.46
Br 3.13 -0.89 -0.18
H 0.79 -1.73 -1.19
H 0.07 -2.12 0.18
H -1.15 0.30 -1.21
H -1.86 -1.18 -0.51
H -1.96 0.70 1.27
H -0.22 0.28 1.57
```

Properties
Orbital gap = 7.7 eV
HOMO = -8.14 eV
E_LUMO = -0.015 hartree

Mulliken atomic charge list, values in e, 4 entries: C -0.3695; C -0.3847; C -0.5879; C -0.4831

***

(3)
One molecule with the formula C4H6BrNO2, computed with ωB97M-V with the def2-TZVPD basis set.

The geometry in XYZ format:
```
14
Properties=species:S:1:pos:R:3
C 2.25 -1.27 -0.37
C 1.00 -0.91 -0.66
C 0.05 -0.49 0.45
C -1.28 0.11 0.12
Br -2.61 -1.08 -0.53
N -1.50 1.39 0.07
O -2.59 1.91 -0.18
O -0.51 2.24 0.43
H 2.33 -1.23 0.73
H 2.96 -1.63 -1.12
H 0.60 -1.03 -1.61
H -0.27 -1.40 1.09
H 0.43 0.33 1.12
H -0.87 3.08 0.46
```

Properties
Orbital gap = 9.6 eV
HOMO = -8.88 eV
SMILES = C=CC/C(Br)=[N+](/[O-])O
E_LUMO = 0.028 hartree

Mulliken atomic charge list, values in e, 4 entries: C -0.7411; C -0.0670; C -0.6058; C -0.0673

***

(4)
C4H6CaO3 as an isolated structure, computed with ωB97M-V with the def2-TZVPD basis set.

The geometry in XYZ format:
```
14
Properties=species:S:1:pos:R:3
H -1.84 3.89 0.09
O -1.56 3.45 0.89
C 0.41 -0.17 0.55
O 0.03 -1.44 0.35
O 0.88 0.16 1.66
Ca -0.72 1.70 1.10
C -0.31 -2.00 -0.93
C 0.56 -1.59 -2.07
C 1.68 -2.23 -2.42
H -1.36 -1.73 -1.12
H -0.27 -3.09 -0.77
H 0.25 -0.70 -2.62
H 2.31 -1.86 -3.22
H 2.08 -3.05 -1.81
```

Properties
Orbital gap = 7.7 eV
HOMO = -7.93 eV
E_LUMO = -0.009 hartree

Mulliken atomic charge list, values in e, 4 entries: H 0.2283; O -0.9758; C -0.2074; O -0.1812

***

(5)
C4H6CdO2 as an isolated structure, computed with ωB97M-V with the def2-TZVPD basis set.

The geometry in XYZ format:
```
13
Properties=species:S:1:pos:R:3
O 2.06 -0.59 1.57
C 1.24 -0.48 0.42
C 0.24 0.64 0.67
C -0.58 0.96 -0.50
C -1.36 0.73 -1.49
H 2.71 -1.28 1.43
H 0.70 -1.43 0.23
H 1.84 -0.25 -0.48
H 0.78 1.55 0.98
H -0.41 0.37 1.52
H -1.84 1.43 -2.18
O -2.20 -0.83 -1.85
Cd -3.18 -0.82 -0.30
```

Properties
Orbital gap (alpha / beta) = 5.8 / 6.5 eV
Charge = +1
Multiplicity = 2
Expectation value of S² = 0.789
HOMO (alpha / beta) = -13.42 / -13.89 eV
E_LUMO (alpha / beta) = -0.278 / -0.273 hartree

Mulliken atomic charge list, values in e, 4 entries: O -0.4999; C -0.3857; C -0.2976; C 0.2495

***

(6)
One molecule with the formula C4H6Cl2, computed with ωB97M-V with the def2-TZVPD basis set.

The geometry in XYZ format:
```
12
Properties=species:S:1:pos:R:3
Cl -0.69 -0.73 -2.34
C 0.55 0.18 -1.41
C 0.30 0.43 0.09
C -1.06 0.31 0.75
C 0.09 -0.67 1.10
Cl 0.87 -0.59 2.65
H 0.60 1.11 -1.96
H 1.49 -0.34 -1.58
H 1.04 1.19 0.36
H -1.71 -0.29 0.13
H -1.47 1.03 1.47
H 0.00 -1.63 0.74
```

Properties
Orbital gap = 10.9 eV
HOMO = -9.94 eV
SMILES = ClC[C@H]1C[C@@H]1Cl
E_LUMO = 0.035 hartree

Mulliken atomic charge list, values in e, 4 entries: Cl -0.2231; C -0.6915; C -0.1131; C -0.6028

***

(7)
C4H6Cl2N2 as an isolated structure, computed with ωB97M-V with the def2-TZVPD basis set.

The geometry in XYZ format:
```
14
Properties=species:S:1:pos:R:3
C 1.02 -0.94 0.79
C 0.07 -0.49 -0.41
C -0.83 0.39 -0.07
C -1.68 1.21 -1.11
H 2.89 -1.17 1.08
H 2.83 0.16 -0.06
H -0.18 -1.14 2.43
H 0.30 -1.00 -1.41
H -0.74 0.97 0.87
H -1.50 2.23 -1.15
N 2.33 -0.99 0.25
N 0.75 -1.15 1.98
Cl -1.88 0.93 -2.86
Cl -3.37 0.98 -0.33
```

Properties
Orbital gap = 10.1 eV
HOMO = -9.72 eV
E_LUMO = 0.015 hartree

Mulliken atomic charge list, values in e, 4 entries: C 0.4317; C -0.1708; C -0.3598; C -0.0462

***

(8)
A 2-piece molecular cluster, C4H6Cl2N2S overall, computed with ωB97M-V with the def2-TZVPD basis set.

The geometry in XYZ format:
```
15
Properties=species:S:1:pos:R:3
C -1.99 1.64 -0.72
C -1.15 -1.26 -0.07
C 1.08 -0.31 -0.05
C 2.21 0.08 0.77
N -1.53 1.60 -1.83
N -0.12 -0.67 0.48
S -2.48 1.95 0.77
Cl -2.39 -1.59 1.20
Cl 1.23 -0.41 -1.82
H -1.22 -1.93 -0.90
H 3.01 -0.75 0.81
H 1.81 0.32 1.79
H 2.83 0.90 0.51
H -1.02 1.00 -2.39
H -0.29 -0.57 1.46
```

Properties
Orbital gap (alpha / beta) = 7.7 / 7.7 eV
HOMO (alpha / beta) = -7.16 / -7.17 eV
E_LUMO (alpha / beta) = 0.019 / 0.019 hartree

Mulliken atomic charge list, values in e, 4 entries: C 0.4235; C -0.3924; C 0.5421; C -1.0475

***

(9)
A 2-piece molecular cluster, C4H6Cl2O overall, computed with ωB97M-V with the def2-TZVPD basis set.

The geometry in XYZ format:
```
13
Properties=species:S:1:pos:R:3
C -0.63 -0.15 1.12
C -0.56 0.72 -0.21
C -1.34 -0.54 -0.07
C 0.70 1.06 -0.87
O -1.43 -1.62 -0.86
Cl -1.50 2.20 -0.10
Cl -4.02 -0.57 0.06
H 0.13 -0.95 1.33
H -0.94 0.23 2.07
H 1.41 1.62 -0.28
H 0.60 1.68 -1.75
H 1.41 0.35 -1.21
H -1.51 -2.39 -0.24
```

Properties
Orbital gap (alpha / beta) = 7.6 / 7.6 eV
HOMO (alpha / beta) = -9.07 / -9.07 eV
E_LUMO (alpha / beta) = -0.055 / -0.055 hartree

Mulliken atomic charge list, values in e, 4 entries: C -0.7391; C 1.0525; C 0.0703; C -1.4837

***

Max |F| for every record listed, in sequence, given in Eh/bohr: 0.0794; 0.0725; 0.0728; 0.0439; 0.0788; 0.0544; 0.1034; 0.0650; 0.0587.
E_tot for every record listed, in sequence, given in eV: -88036.5793; -79865.6245; -79868.0062; -28825.1316; -12890.3615; -29289.1920; -32267.5152; -43102.6492; -31333.8552.